1.
Density functional theory data (ωB97M-V with the def2-TZVPD basis set) for 14 unconnected molecules or ions with the total composition H28O14 in a non-equilibrium geometry.

## Properties
HOMO level	-0.3954	Ha
multiplicity	1

XYZ file:
```
42
Properties=species:S:1:pos:R:3:forces:R:3:lowdin_charge:R:1
O 2.9531 -2.8251 -1.7784 2.7 1.1 -0.2 -0.10
H 3.7616 -2.3169 -1.4417 -1.9 -0.8 0.2 0.08
H 3.4037 -3.0896 -2.6011 -0.8 -0.4 0.0 0.04
O -0.9810 -1.7064 4.5260 -0.1 -0.3 -3.4 -0.10
H -0.1916 -1.7831 5.0264 1.1 -0.1 0.9 -0.01
H -0.6364 -1.8281 3.5586 -1.0 0.5 2.3 0.05
O 2.1739 2.2023 -2.6496 -2.1 -3.1 0.6 -0.07
H 2.6457 3.0045 -2.7606 1.7 0.1 -0.2 0.02
H 2.5053 1.2526 -2.6449 0.4 2.9 -0.3 0.08
O -3.7993 -3.2062 1.2176 -1.8 -1.7 -2.2 -0.04
H -3.4791 -3.8507 0.5321 -0.3 1.1 1.2 0.07
H -3.0664 -2.9129 1.6926 2.1 0.6 1.1 -0.02
O -4.3855 0.2205 0.2611 0.4 0.0 1.9 -0.08
H -3.7522 0.8682 -0.1073 -0.6 0.1 0.4 0.01
H -4.4800 0.3762 1.2596 0.3 -0.1 -2.3 0.10
O -2.4450 2.6497 -0.2741 2.3 -1.3 1.0 -0.09
H -2.0202 2.0533 0.4255 -1.0 1.2 -1.2 0.07
H -1.6225 2.8592 -0.7878 -1.2 -0.1 0.2 0.07
O 0.0594 -3.0234 -3.2339 0.5 -0.1 -0.7 -0.04
H 0.2009 -3.4615 -2.4022 0.0 -0.2 0.8 0.04
H 0.8482 -3.2919 -3.7315 -0.4 0.2 0.0 0.05
O 0.7351 5.1004 1.9088 2.1 1.3 -1.1 -0.05
H 0.0310 4.5149 1.8032 -2.0 -1.5 0.1 -0.02
H 1.1692 4.9932 1.0284 -0.1 0.2 1.0 0.04
O 2.7534 3.5275 -0.0536 0.5 4.7 2.2 -0.04
H 3.4048 3.7001 0.6776 -1.1 -0.5 -1.1 0.08
H 2.9044 2.7039 -0.3779 0.7 -3.8 -1.4 -0.06
O -1.5109 -0.6812 -3.2074 0.9 -0.1 -0.3 -0.06
H -0.6956 -0.7822 -3.7453 -0.7 0.5 0.4 0.05
H -1.5135 -1.5734 -2.8563 -0.3 -0.5 -0.2 -0.01
O 2.5331 -0.6034 1.0258 1.9 0.3 1.9 -0.05
H 2.1203 -0.6908 0.2076 -1.1 -0.1 -2.1 -0.02
H 2.5355 0.3499 1.2286 0.1 -0.3 0.0 0.00
O -0.0522 -1.2004 1.4795 0.4 -1.4 -1.8 -0.15
H -0.7225 -1.1565 0.6951 0.7 -0.1 1.5 -0.01
H 0.6121 -1.8766 1.1214 -1.2 1.6 1.1 0.07
O -1.9203 -1.3136 -0.2654 -1.8 0.5 0.5 -0.10
H -1.7702 -1.1462 -1.2216 -0.9 0.6 1.1 0.03
H -2.8347 -0.9838 0.1425 2.1 -0.8 -2.0 0.10
O 1.8202 1.9709 1.8816 -3.5 -3.5 -1.0 -0.10
H 1.0601 1.2310 1.6593 2.2 2.5 -0.5 0.13
H 1.6478 1.7257 2.7820 0.8 0.6 1.9 0.04
```
Positions in Å, forces in eV/Å.


2.
Density functional theory data (ωB97M-V with the def2-TZVPD basis set) for a molecular structure, C21H52N12Ti.

## Properties
HOMO level	-0.7536	Ha
charge	+4
multiplicity	1

XYZ file:
```
86
Properties=species:S:1:pos:R:3:forces:R:3:lowdin_charge:R:1
Ti 0.3744 -0.5503 0.4751 -0.1 0.0 0.1 1.25
C 0.2196 1.6823 3.2474 0.0 0.0 0.0 -0.03
N -1.1477 1.1827 3.1112 0.0 0.0 0.0 -0.14
C -2.1538 2.1939 3.4816 0.0 0.0 0.0 0.00
C -1.4940 -0.1147 2.9702 0.0 0.0 0.0 -0.33
N -0.7690 -0.9311 2.1121 0.0 -0.1 0.0 -0.05
C -0.9498 -2.3931 2.3588 0.0 0.0 0.0 -0.15
C -0.1819 -3.2550 1.3568 0.0 0.0 0.0 -0.12
N -0.0744 -2.5530 0.0380 0.0 0.1 0.0 -0.22
C 1.0969 -3.0074 -0.7862 0.0 0.0 0.0 -0.11
C 1.4656 -1.9213 -1.7846 0.0 0.0 0.0 -0.16
N 1.6815 -0.6128 -1.1019 0.0 -0.1 0.0 -0.05
C 2.4683 0.2831 -1.7943 0.0 0.0 0.0 -0.37
N 2.5125 0.2888 -3.1285 0.0 0.0 0.0 -0.11
C 1.3540 0.0259 -3.9808 0.0 0.0 0.0 -0.01
C 3.7512 0.5795 -3.8771 0.0 0.0 0.0 0.02
N 3.2160 1.1699 -1.1163 0.0 0.0 0.0 -0.12
C 3.8830 0.8420 0.1459 0.0 0.0 0.0 -0.01
C 3.5959 2.4740 -1.6860 0.0 0.0 0.0 -0.01
C -1.3632 -2.6613 -0.7430 0.0 0.0 0.0 -0.08
C -2.1498 -1.3710 -0.6041 0.0 0.0 0.0 -0.14
N -1.1702 -0.2867 -0.7399 0.0 0.1 0.0 -0.04
C -1.3876 0.7918 -1.5425 0.0 0.0 0.0 -0.34
N -2.2356 0.8045 -2.5667 0.0 0.0 0.0 -0.10
C -3.0355 1.9944 -2.9224 0.0 0.0 0.0 0.02
C -2.4684 -0.3474 -3.4475 0.0 0.0 0.0 0.00
N -0.6834 1.9033 -1.2352 0.0 0.0 0.0 -0.09
C -0.0509 2.0148 0.0527 0.0 0.0 0.0 -0.05
C -0.3572 2.9541 -2.2127 0.0 0.0 0.0 0.02
N -2.5420 -0.5525 3.6747 0.0 0.0 0.0 -0.11
C -2.7615 -0.1020 5.0654 0.0 0.0 0.0 0.01
C -3.6395 -1.3970 3.1835 0.0 0.0 0.0 0.00
H 0.2948 2.6610 2.7745 0.0 0.0 0.0 0.10
H 0.9540 1.0064 2.8203 0.0 0.0 0.0 0.03
H 0.4663 1.8166 4.3038 0.0 0.0 0.0 0.13
H -1.9515 3.0907 2.8964 0.0 0.0 0.0 0.11
H -2.0934 2.4612 4.5363 0.0 0.0 0.0 0.11
H -3.1528 1.8389 3.2483 0.0 0.0 0.0 0.11
H -1.9989 -2.6534 2.2722 0.0 0.0 0.0 0.09
H -0.6467 -2.6566 3.3747 0.0 0.0 0.0 0.15
H -0.6915 -4.2093 1.2174 0.0 0.0 0.0 0.16
H 0.8147 -3.5045 1.6998 0.0 0.0 0.0 0.11
H 0.8451 -3.9356 -1.3034 0.0 0.0 0.0 0.16
H 1.9260 -3.2302 -0.1175 0.0 0.0 0.0 0.12
H 0.6681 -1.8449 -2.5257 0.0 0.0 0.0 0.09
H 2.3684 -2.2250 -2.3176 0.0 0.0 0.0 0.16
H 1.4316 -0.9390 -4.4836 0.0 0.0 0.0 0.12
H 1.3179 0.7995 -4.7485 0.0 0.0 0.0 0.12
H 0.4371 0.0751 -3.3966 0.0 0.0 0.0 0.06
H 4.6143 0.5090 -3.2224 0.0 0.0 0.0 0.11
H 3.7166 1.5600 -4.3500 0.0 0.0 0.0 0.11
H 3.8479 -0.1770 -4.6551 0.0 0.0 0.0 0.12
H 4.2938 -0.1685 0.1069 0.0 0.0 0.0 0.11
H 3.2402 0.9770 1.0195 0.0 0.0 0.0 0.07
H 4.7301 1.5141 0.2661 0.0 0.0 0.0 0.12
H 2.9591 2.7167 -2.5312 0.0 0.0 0.0 0.09
H 4.6370 2.4857 -2.0069 0.0 0.0 0.0 0.11
H 3.4695 3.2315 -0.9124 0.0 0.0 0.0 0.11
H -1.9210 -3.5335 -0.4033 0.0 0.0 0.0 0.15
H -1.1003 -2.8242 -1.7869 0.0 0.0 0.0 0.13
H -2.6132 -1.2987 0.3787 0.0 0.0 0.0 0.10
H -2.9468 -1.3245 -1.3391 0.0 0.0 0.0 0.12
H -3.0022 2.7289 -2.1237 0.0 0.0 0.0 0.10
H -4.0675 1.6684 -3.0464 0.0 0.0 0.0 0.12
H -2.6979 2.4368 -3.8586 0.0 0.0 0.0 0.11
H -1.7413 -1.1339 -3.2589 0.0 0.0 0.0 0.08
H -2.3494 -0.0113 -4.4779 0.0 0.0 0.0 0.12
H -3.4818 -0.7345 -3.3377 0.0 0.0 0.0 0.12
H 0.9912 1.6044 0.0586 0.0 0.0 0.0 0.08
H -0.6873 1.5909 0.8435 0.0 0.0 0.0 0.08
H 0.0965 3.0624 0.3182 0.0 0.0 0.0 0.14
H -0.5114 2.5807 -3.2204 0.0 0.0 0.0 0.10
H 0.6932 3.2170 -2.0936 0.0 0.0 0.0 0.09
H -0.9598 3.8484 -2.0597 0.0 0.0 0.0 0.12
H -1.8629 0.3591 5.4641 0.0 0.0 0.0 0.11
H -2.9848 -0.9892 5.6571 0.0 0.0 0.0 0.12
H -3.6043 0.5836 5.1392 0.0 0.0 0.0 0.11
H -3.6151 -2.3900 3.6329 0.0 0.0 0.0 0.12
H -3.6363 -1.4639 2.0998 0.0 0.0 0.0 0.08
H -4.5739 -0.9184 3.4766 0.0 0.0 0.0 0.12
N 2.4325 -0.6112 2.7952 0.0 0.0 0.0 0.01
N 2.1898 -1.4396 1.6420 0.0 0.0 0.0 -0.08
H 3.3916 -0.7327 3.1182 0.0 0.0 0.0 0.13
H 1.8278 -0.9325 3.5451 0.0 0.0 0.0 0.10
H 2.2898 -2.4252 1.8792 0.0 0.0 0.0 0.11
H 2.9439 -1.2452 0.9888 0.0 0.0 0.0 0.06
```
Positions in Å, forces in eV/Å.


3.
Density functional theory data (ωB97M-V with the def2-TZVPD basis set) for 2 unconnected molecules or ions with the total composition C3H9NOSi in a non-equilibrium geometry.

## Properties
HOMO level (alpha / beta)	-0.2302 / -0.2433	Ha
multiplicity	1

XYZ file:
```
15
Properties=species:S:1:pos:R:3:forces:R:3:lowdin_charge:R:1
C 0.0831 -1.7184 -0.4996 0.6 -0.3 0.8 -0.25
C 0.3027 1.2396 -1.3020 1.7 -0.9 -0.1 -0.21
C 0.8347 0.2947 1.8973 0.9 -0.9 -0.8 -0.22
N -2.6076 -0.0202 0.2048 2.0 1.1 -0.5 -0.07
O -2.9506 0.9342 -0.4132 -0.1 -0.7 0.3 -0.19
Si 0.1363 0.0133 0.1525 -2.7 0.0 0.5 0.72
H 1.1567 -2.0534 -0.4770 -1.0 -0.2 -1.0 0.04
H -0.5259 -2.4767 0.0053 0.3 0.4 0.6 0.03
H -0.4830 -1.6072 -1.4194 0.8 -0.2 -0.8 0.02
H 0.4580 0.6333 -2.2299 -0.7 0.3 0.7 0.04
H -0.6310 1.7705 -1.3094 -0.6 0.4 -0.3 -0.01
H 1.1573 1.9466 -1.3807 -0.6 -0.2 0.7 0.03
H 0.2433 0.0420 2.7637 -0.7 -0.2 -0.1 0.02
H 1.7557 -0.3347 2.0209 -0.5 0.7 -0.2 0.04
H 1.0703 1.3364 1.9869 0.5 0.6 0.1 0.00
```
Positions in Å, forces in eV/Å.


4.
Density functional theory data (ωB97M-V with the def2-TZVPD basis set) for a molecular structure, C20H24N5O2SV in a non-equilibrium geometry.

## Properties
HOMO level (alpha / beta)	-0.3654 / -0.3934	Ha
charge	+1
multiplicity	4

XYZ file:
```
53
Properties=species:S:1:pos:R:3:forces:R:3:mulliken_spin:R:1
V 0.0263 -0.4435 0.3186 -1.1 0.2 -0.4 3.07
C 4.5509 -0.6143 -2.7319 0.0 0.0 0.0 -0.01
C 3.1918 -0.8181 -2.9230 0.0 0.0 0.0 0.02
C 2.3546 -0.9185 -1.8226 0.0 0.0 0.0 0.02
C 2.8733 -0.8166 -0.5376 0.0 0.0 0.0 -0.04
C 4.2332 -0.6124 -0.3414 0.0 0.0 0.0 -0.02
C 5.0648 -0.5156 -1.4443 0.0 0.0 0.0 0.01
N 1.9402 -0.8814 0.5418 1.3 -0.2 0.0 -0.16
N 2.4218 -1.1164 1.6752 -0.1 -0.1 0.2 0.18
C 1.4333 -1.1090 2.6836 0.1 -0.1 0.0 -0.11
C 1.8547 -1.3787 3.9795 0.0 0.0 0.0 0.02
C 0.9140 -1.3715 4.9965 0.0 0.0 0.0 0.00
C -0.4140 -1.0939 4.6987 0.0 0.0 0.0 0.01
C -0.8082 -0.8220 3.3889 0.0 0.0 0.0 -0.06
C 0.1014 -0.8180 2.3359 0.0 -0.1 0.4 0.00
H 5.2112 -0.5357 -3.5851 0.0 0.0 0.0 0.00
H 2.7891 -0.9109 -3.9227 0.0 0.0 0.0 0.00
H 1.2957 -1.1232 -1.9661 0.0 0.0 0.0 0.02
H 4.6166 -0.5264 0.6651 0.0 0.0 0.0 0.00
H 6.1253 -0.3584 -1.2987 0.0 0.0 0.0 0.00
H 2.8998 -1.5810 4.1757 0.0 0.0 0.0 0.00
H 1.2114 -1.5780 6.0158 0.0 0.0 0.0 0.00
H -1.1474 -1.0893 5.4961 0.0 0.0 0.0 0.00
H -1.8568 -0.5987 3.2076 0.0 0.0 0.0 0.01
O -1.9778 -0.2834 -0.4480 0.1 -0.4 0.0 -0.02
S -2.4747 -1.6610 0.0458 -0.2 -0.1 -0.2 0.03
C -4.2617 -1.5011 0.2227 0.0 0.1 0.0 0.01
C -4.8340 -1.6762 -1.1766 0.0 0.0 0.0 0.00
C -4.1104 -2.8935 -1.7445 0.0 0.0 0.0 0.00
C -2.6212 -2.6917 -1.4504 -0.1 0.1 0.0 0.00
H -4.4424 -0.5410 0.7037 0.0 0.0 0.0 0.00
H -4.5675 -2.3049 0.8962 0.0 0.0 0.0 0.00
H -4.6275 -0.7866 -1.7746 0.0 0.0 0.0 0.00
H -5.9137 -1.8135 -1.1421 0.0 0.0 0.0 0.00
H -4.2761 -3.0152 -2.8137 0.0 0.0 0.0 0.00
H -4.4657 -3.8001 -1.2522 0.0 0.0 0.0 0.00
H -2.1227 -2.0965 -2.2168 0.0 0.0 0.0 0.01
H -2.0621 -3.6120 -1.2947 0.0 0.0 0.0 0.01
C -0.2861 4.8059 -1.5337 0.0 0.0 0.0 0.00
N 0.1735 3.6961 -0.7256 0.0 0.0 0.0 0.01
C 0.9057 3.8251 0.5168 0.1 0.0 0.0 0.01
C 1.0213 2.3720 0.9582 0.3 -0.2 0.0 0.04
O 1.5832 1.9805 1.9410 0.0 0.0 0.0 0.00
N 0.4031 1.5654 -0.0109 -0.2 0.7 -0.2 -0.08
C -0.0722 2.4002 -0.9441 -0.1 0.1 0.0 0.00
N -0.7465 1.9897 -2.0209 0.1 -0.1 -0.1 0.01
H -0.2854 5.7030 -0.9195 0.0 0.0 0.0 0.00
H -1.3111 4.6423 -1.8692 0.0 0.0 0.0 0.00
H 0.3603 4.9778 -2.3963 0.0 0.0 0.0 0.00
H 0.3650 4.4184 1.2556 0.0 0.0 0.0 0.00
H 1.9014 4.2478 0.3747 0.0 0.0 0.0 0.00
H -1.0850 1.0439 -2.0658 -0.1 0.0 0.1 0.00
H -1.0527 2.6401 -2.7205 0.0 0.0 0.0 0.00
```
Positions in Å, forces in eV/Å.


5.
Density functional theory data (ωB97M-V with the def2-TZVPD basis set) for a molecular structure, C6H4AsReS6.

## Properties
HOMO level (alpha / beta)	-0.5551 / -0.5549	Ha
charge	+2
multiplicity	1

XYZ file:
```
18
Properties=species:S:1:pos:R:3:forces:R:3:lowdin_charge:R:1
Re 0.2668 1.3792 2.0954 0.2 -0.1 -0.1 0.25
S 2.2365 2.3178 1.3910 0.0 0.0 0.0 0.30
C 1.0573 0.3836 -0.8311 0.0 0.0 0.0 -0.57
C 1.3960 0.3631 -2.1792 0.0 0.0 0.0 -0.06
C 1.5325 -0.8615 -2.8147 0.0 0.0 0.0 -0.02
C 1.3123 -2.0364 -2.1090 0.0 0.0 0.0 -0.01
C 0.9527 -2.0110 -0.7649 0.0 0.0 0.0 -0.07
C 0.8274 -0.7936 -0.1165 0.0 0.0 0.0 -0.61
S 0.4514 -0.7835 1.6233 -0.1 0.1 0.0 0.64
H 1.5500 1.2879 -2.7216 0.0 0.0 0.0 0.13
H 1.8069 -0.8966 -3.8596 0.0 0.0 0.0 0.13
H 1.4229 -2.9904 -2.6066 0.0 0.0 0.0 0.13
H 0.7893 -2.9345 -0.2249 0.0 0.0 0.0 0.12
S -5.0116 -0.3096 2.3019 0.0 -0.1 -0.1 0.35
As -4.9132 1.1329 3.6023 -0.1 0.0 0.0 0.24
S -1.6160 2.2255 2.3771 0.0 0.0 0.0 0.14
S 0.8057 1.9532 -0.0682 0.0 0.0 0.1 0.55
S -4.8671 2.5739 4.9051 0.0 0.1 0.1 0.37
```
Positions in Å, forces in eV/Å.


6.
Density functional theory data (ωB97M-V with the def2-TZVPD basis set) for a molecular structure, C22H19N5O6Pt.

## Properties
HOMO level	-0.3235	Ha
multiplicity	1

XYZ file:
```
53
Properties=species:S:1:pos:R:3:forces:R:3:lowdin_charge:R:1
Pt -0.1024 -0.0220 -0.2598 0.1 0.7 -0.1 1.19
O 1.8947 -0.0450 -0.7959 0.0 -0.6 0.7 -0.12
C 2.6435 0.8434 -0.3644 -0.1 0.2 -0.3 -0.15
C 2.3084 2.2255 -0.2002 -0.2 0.0 0.3 -0.12
C 3.3616 3.1148 0.0625 0.1 -0.1 0.0 0.05
C 3.1192 4.4526 0.1700 0.0 0.1 0.0 -0.15
C 1.8179 4.9655 0.0388 0.0 0.0 0.0 0.02
C 0.7724 4.1180 -0.1828 0.0 0.0 -0.2 0.01
C 0.9681 2.7168 -0.3207 0.1 0.0 -0.2 -0.33
O -0.0632 1.9803 -0.5543 -0.2 0.1 0.3 -0.21
N 4.2292 5.3679 0.4260 0.0 0.0 0.0 -0.36
O 3.9794 6.5574 0.4594 0.0 0.0 0.0 0.07
O 5.3342 4.8883 0.5907 0.0 0.0 0.0 0.07
H 3.6746 0.5538 -0.1254 0.0 0.0 -0.3 0.15
H 4.3754 2.7476 0.1572 0.0 0.0 0.0 0.13
H 1.6668 6.0321 0.1225 0.0 0.0 0.0 0.12
H -0.2374 4.4919 -0.2808 0.0 0.0 0.0 0.12
N -2.9300 -0.6522 0.8509 -0.1 0.1 0.1 0.01
N -2.0731 0.2658 0.1504 0.4 -0.3 -0.3 -0.18
H -2.8803 -1.5195 0.3224 0.0 0.0 0.0 0.05
H -2.5070 -0.8160 1.7574 0.1 -0.1 0.0 0.08
H -2.1732 1.1820 0.5793 0.0 0.0 0.0 0.10
H -2.4477 0.3357 -0.7942 -0.2 0.1 0.1 0.11
O 1.7505 -2.2359 1.3553 0.0 0.0 0.0 0.06
C 0.8485 -2.7126 0.7061 0.0 0.1 0.1 -0.55
N 0.6303 -4.0373 0.4559 0.0 -0.1 0.0 0.15
C -0.5051 -4.2768 -0.4128 -0.1 -0.1 0.0 -0.25
C -0.9606 -2.8177 -0.6429 0.0 0.0 0.1 -0.44
O -1.9096 -2.4647 -1.3331 0.0 0.0 0.1 0.00
N -0.1794 -1.9908 0.0873 0.1 -0.1 -0.5 -0.03
C -0.1067 -4.9979 -1.7032 0.0 0.1 0.0 -0.12
C -0.6421 -4.6566 -2.9393 0.0 0.0 0.0 -0.01
C -0.2606 -5.3489 -4.0817 0.0 0.0 0.0 -0.07
C 0.6513 -6.3886 -4.0042 0.0 0.0 0.0 -0.09
C 1.1780 -6.7429 -2.7702 0.0 0.0 0.0 -0.08
C 0.7974 -6.0545 -1.6303 0.0 0.0 0.0 -0.03
C -1.6059 -5.0822 0.2985 0.0 0.1 0.1 -0.12
C -1.2464 -6.0342 1.2475 0.0 0.0 0.0 -0.03
C -2.2126 -6.7776 1.9071 0.0 0.0 0.0 -0.08
C -3.5566 -6.5743 1.6314 0.0 0.0 0.0 -0.09
C -3.9213 -5.6419 0.6728 0.0 0.0 0.0 -0.07
C -2.9532 -4.9072 0.0010 0.0 -0.1 -0.1 -0.02
H 1.3527 -4.7066 0.6465 0.0 0.0 0.0 0.14
H -1.3559 -3.8491 -3.0119 0.0 0.0 0.0 0.11
H -0.6800 -5.0681 -5.0393 0.0 0.0 0.0 0.10
H 0.9522 -6.9216 -4.8966 0.0 0.0 0.0 0.10
H 1.8875 -7.5566 -2.6929 0.0 0.0 0.0 0.10
H 1.2083 -6.3632 -0.6762 0.0 0.0 0.0 0.11
H -0.2036 -6.1982 1.4857 0.0 0.0 0.0 0.11
H -1.9125 -7.5165 2.6389 0.0 0.0 0.0 0.10
H -4.3133 -7.1415 2.1574 0.0 0.0 0.0 0.10
H -4.9666 -5.4839 0.4400 0.0 0.0 0.0 0.10
H -3.2479 -4.2013 -0.7624 0.0 0.0 0.0 0.11
```
Positions in Å, forces in eV/Å.


7.
Density functional theory data (ωB97M-V with the def2-TZVPD basis set) for 5 unconnected molecules or ions with the total composition C3H14O5 in a non-equilibrium geometry.

## Properties
HOMO level	-0.3707	Ha
multiplicity	1
structure (SMILES)	CCC=O.O.O.O.O

XYZ file:
```
22
Properties=species:S:1:pos:R:3:forces:R:3:lowdin_charge:R:1
C -3.0804 0.5048 -0.5554 -1.0 3.1 0.0 -0.15
C -1.6616 0.1139 -0.2162 1.8 1.2 -0.4 -0.22
C -1.6737 0.3234 1.3565 0.4 -1.6 -1.4 -0.29
O -1.7475 1.3465 1.9713 0.3 0.2 -0.3 0.05
H -3.8762 -0.2192 -0.3495 0.5 -0.1 -0.1 0.08
H -3.1348 0.8784 -1.6008 -0.3 -0.5 0.6 0.08
H -3.3222 1.4362 0.1056 0.1 -1.5 -1.3 0.10
H -1.5201 -0.9489 -0.5244 0.4 0.8 0.6 0.10
H -0.8321 0.8150 -0.8462 -2.3 -1.8 2.1 0.16
H -1.7654 -0.6698 1.8582 0.1 0.3 0.2 0.12
O 0.6928 0.6388 -3.5227 1.1 -0.5 -1.4 -0.02
H 0.5069 -0.2722 -3.7534 0.6 -0.5 -0.6 0.04
H 0.0323 0.7163 -2.8842 -1.6 1.0 2.0 -0.04
O 2.1939 -0.0267 2.5170 -1.4 1.0 -0.1 -0.07
H 1.5521 -0.1616 3.2196 0.3 -0.5 0.6 0.05
H 1.6255 0.5755 1.9777 0.9 -0.6 0.1 0.05
O 1.5444 -2.4390 -0.9061 -1.3 -5.1 -3.9 0.01
H 1.5918 -1.7622 -0.3554 0.6 4.8 3.5 -0.10
H 2.3967 -2.8426 -1.0169 0.5 0.0 0.1 0.04
O 2.3036 0.0196 -0.0665 0.5 1.7 -0.2 -0.09
H 2.6957 -0.4558 0.6706 0.2 0.0 0.3 0.02
H 2.6454 0.9457 0.0446 -0.4 -1.4 -0.4 0.09
```
Positions in Å, forces in eV/Å.